1.
C11H7CrN2O6 | ωB97M-V/def2-TZVPD

* relative energy (zero: lowest compared OMol25 entry of this formula, charge and spin): 186.2 kJ/mol
* LUMO energy (spin up / spin down): -4.7 / -6.6 eV
* net charge: +1
* spin multiplicity: 5

Geometry (Å):
O1 -1.80570 -5.44798 -1.15139
C1 -1.31382 -4.68448 -1.87536
Cr1 0.96351 -0.47801 -2.58809
O2 2.15118 -1.70658 0.01718
C2 1.69280 -1.35435 -1.02019
C3 1.88738 1.09064 -2.22707
O3 2.25130 2.15969 -1.86254
C4 -0.19021 0.88066 -3.32796
O4 -1.19818 1.50480 -3.64703
C5 1.56426 -1.32850 -4.07960
O5 2.07463 -1.88330 -4.99685
H1 0.55303 -1.74560 -1.36884
N1 0.05337 2.59157 3.75653
C6 0.69111 1.96548 2.71106
O6 1.80498 2.24815 2.27266
C7 -0.13499 0.91204 2.00833
C8 -1.48079 0.62332 2.24899
C9 -2.21017 -0.14924 1.29959
C10 -1.53277 -0.58576 0.11957
N2 -0.28095 -0.18836 -0.11274
C11 0.43552 0.40396 0.81028
H2 0.66764 3.16837 4.29377
H3 -0.71373 2.09088 4.23547
H4 -2.03025 0.96394 3.11314
H5 -3.30743 -0.40261 1.37845
H6 -2.07267 -1.22969 -0.63649
H7 1.48094 0.58097 0.62912

Atom charges from the natural (NBO) analysis, given in e for atoms 1 to 2: -0.481, 0.485

***

2.
C11H16BrClN2O | ωB97M-V/def2-TZVPD

* relative energy (zero: lowest compared OMol25 entry of this formula, charge and spin): 0.0 kJ/mol
* LUMO energy: 0.6 eV
* spin multiplicity: 1

Geometry (Å):
C1 -1.18896 -1.67628 -3.56874
C2 -0.41444 -0.34207 -3.46081
N1 -0.77289 0.47772 -2.28747
C3 -1.81101 1.47656 -2.37855
C4 0.07384 0.48447 -1.05567
C5 -0.72887 0.28651 0.28443
O1 -1.64715 -0.82964 0.15770
C6 0.22085 0.13723 1.39778
C7 0.73864 -1.07105 1.64897
C8 1.64915 -1.19052 2.73618
Cl1 2.40226 -2.66216 2.88167
C9 1.81326 -0.10212 3.52625
N2 2.56782 -0.30553 4.73721
C10 1.26924 1.11524 3.20324
Br1 1.49973 2.62535 4.43331
C11 0.61697 1.27221 2.09790
H1 -1.07423 -1.92107 -4.67333
H2 -0.78003 -2.43765 -2.96442
H3 -2.27806 -1.61326 -3.29285
H4 0.60572 -0.51299 -3.38857
H5 -0.64297 0.31474 -4.31063
H6 -2.44916 1.44098 -3.25623
H7 -2.42642 1.58369 -1.53195
H8 -1.32917 2.43679 -2.35355
H9 0.64148 1.42276 -0.90945
H10 0.85519 -0.32519 -1.02933
H11 -1.20325 1.24882 0.37961
H12 -2.18267 -0.80151 -0.57281
H13 0.41774 -1.93419 1.14454
H14 2.54120 -1.29581 5.12133
H15 2.57228 0.38499 5.51368
H16 0.44393 2.31299 1.77054

Atom charges from the natural (NBO) analysis, given in e for atoms 1 to 2: -0.618, -0.187

***

3.
C3H3Cl2N | ωB97M-V/def2-TZVPD

* relative energy (zero: lowest compared OMol25 entry of this formula, charge and spin): 71.4 kJ/mol
* LUMO energy: 0.2 eV
* spin multiplicity: 1

Geometry (Å):
C1 -0.11046 -0.08256 0.05472
C2 -1.71812 -0.01491 -0.03601
Cl1 -2.36552 1.55010 0.68942
Cl2 -2.32006 -1.55733 0.79528
C3 -2.20968 0.03238 -1.39777
N1 -2.43583 0.09624 -2.51438
H1 0.06313 -0.03056 1.17971
H2 0.07072 0.79492 -0.54065
H3 0.07066 -1.04976 -0.35005

Atom charges from the natural (NBO) analysis, given in e for atoms 1 to 2: -0.591, -0.069

***

4.
C5H7BrF3O4P | ωB97M-V/def2-TZVPD

* LUMO energy: 5.2 eV
* net charge: -2
* spin multiplicity: 1

Geometry (Å):
C1 -1.13726 -0.94505 0.54587
C2 -0.08639 0.08016 0.70337
C3 1.27006 -0.43152 0.41086
C4 -0.21758 0.68495 2.11502
F1 0.61203 1.78219 2.39070
F2 0.07203 -0.16684 3.15074
C5 -0.48201 1.05826 -0.51006
F3 0.19643 2.36715 -0.45511
Br1 -2.48526 1.64989 0.09061
O1 -0.47814 0.66195 -1.74544
P1 0.78522 -0.50043 -2.81678
O2 0.82362 -1.89638 -2.29365
O3 -0.03710 -0.25426 -4.04496
O4 2.01565 0.30217 -2.57682
H1 -1.48779 -0.91668 -0.49235
H2 -1.95311 -0.75452 1.13245
H3 -0.88369 -1.93601 0.92272
H4 1.90088 0.43859 0.19036
H5 1.24219 -1.12611 -0.33630
H6 1.58019 -0.98148 1.32710
H7 -1.24998 0.88398 2.29167

Atom charges from the natural (NBO) analysis, given in e for atoms 1 to 2: -0.618, -0.222

***

5.
C89H129N13O24S8 | ωB97M-V/def2-TZVPD

* LUMO energy: 0.3 eV
* spin multiplicity: 1

Geometry (Å):
O1 21.48358 20.40353 24.37488
S1 21.67704 21.23901 25.50430
O2 22.75200 22.18361 25.52105
O3 20.29737 22.02645 25.79357
C1 19.05920 21.33740 25.37024
C2 17.87284 22.29542 25.44126
C3 21.74582 20.13902 26.95151
H1 18.92926 20.47796 26.03235
H2 19.20196 20.92318 24.36290
H3 17.91540 22.98050 24.58148
H4 17.91561 22.92272 26.33740
H5 16.97953 21.68089 25.43489
H6 20.84950 19.52688 26.85553
H7 21.80673 20.74511 27.85574
H8 22.63416 19.52617 26.82589
O4 15.08173 11.24760 16.46908
S2 15.75447 11.83014 17.58654
O5 15.30829 11.48194 18.89495
O6 17.31043 11.45973 17.39481
C4 18.19751 11.30531 18.57529
C5 19.39707 10.51079 18.15701
C6 15.93742 13.66960 17.50876
H9 17.62648 10.84102 19.37380
H10 18.41546 12.31676 18.94327
H11 19.87470 10.95903 17.29361
H12 19.12457 9.51988 17.79524
H13 20.04114 10.40743 19.02712
H14 16.58722 13.91625 16.67602
H15 16.35539 13.95831 18.47510
H16 14.96148 14.15125 17.43482
O7 11.91886 22.32766 27.64337
S3 12.04601 21.24468 26.71342
O8 13.34529 20.71276 26.45306
O9 11.13949 19.95704 27.15098
C7 9.99742 20.12767 28.09268
C8 8.88321 21.02127 27.58260
C9 11.27258 21.69468 25.10769
H17 10.36641 20.55270 29.02295
H18 9.64603 19.10205 28.18647
H19 9.32680 22.01414 27.48794
H20 8.09776 21.00870 28.34312
H21 8.36811 20.57488 26.72948
H22 10.40592 22.32645 25.32125
H23 10.96112 20.76568 24.63292
H24 12.03793 22.22380 24.53313
O10 9.35987 18.23520 20.43023
S4 9.20771 19.65746 20.51399
O11 8.04826 20.24292 21.12002
O12 10.41713 20.29317 21.29776
C10 11.82626 19.84766 21.09593
C11 12.59675 20.93927 20.41688
C12 9.39555 20.39818 18.88120
H25 11.80938 18.90126 20.55946
H26 12.22676 19.62465 22.08537
H27 12.17432 21.19889 19.43785
H28 13.62935 20.61908 20.28517
H29 12.59371 21.87143 20.98972
H30 9.11170 21.44512 19.01356
H31 8.70092 19.86548 18.22829
H32 10.43579 20.24908 18.59186
O13 12.83370 15.58652 18.01187
S5 11.73363 16.43612 17.73169
O14 11.83239 17.86431 17.90435
O15 11.25470 16.05542 16.23642
C13 10.33810 16.93777 15.48626
C14 9.10557 16.16083 15.12596
C15 10.38199 15.82730 18.65538
H33 10.96666 17.20546 14.63178
H34 10.14704 17.83778 16.07421
H35 9.30246 15.35582 14.42297
H36 8.38826 16.80907 14.61702
H37 8.66766 15.79278 16.05122
H38 9.44533 16.33638 18.39934
H39 10.54171 15.97388 19.72421
H40 10.30544 14.74920 18.46341
O16 17.03679 17.00962 17.41823
S6 17.01809 17.39679 18.79105
O17 16.88990 16.40900 19.82817
O18 18.37545 18.17425 18.98783
C16 18.64049 18.78928 20.30284
C17 19.98662 19.45709 20.22070
C18 15.78060 18.64810 19.12811
H41 18.63806 17.98724 21.04455
H42 17.84068 19.49477 20.53212
H43 20.80795 18.77143 20.03085
H44 20.15943 20.01253 21.14514
H45 19.97365 20.21636 19.43121
H46 15.68479 18.75917 20.20375
H47 14.83182 18.38270 18.65143
H48 16.06276 19.59859 18.67789
O19 9.76598 23.54307 20.22977
S7 9.91744 23.97660 21.56101
O20 11.11253 23.74009 22.35324
O21 9.46688 25.55720 21.64560
C19 10.09794 26.47763 22.64928
C20 9.29054 27.74373 22.92255
C21 8.57172 23.30563 22.51774
H49 11.11835 26.76495 22.36792
H50 10.22150 25.86990 23.54855
H51 9.78414 28.23109 23.76860
H52 8.26517 27.57707 23.23280
H53 9.30065 28.42307 22.06844
H54 8.65733 23.66692 23.54283
H55 8.61643 22.22742 22.40222
H56 7.61851 23.63223 22.08893
O22 14.57810 20.63017 23.60103
S8 14.30632 19.23839 23.82222
O23 12.97294 18.75342 24.04894
O24 14.93214 18.33314 22.62752
C22 14.59732 16.85890 22.62900
C23 14.05002 16.45630 21.27766
C24 15.40621 18.69975 25.14481
H57 13.93778 16.76463 23.50094
H58 15.53527 16.33205 22.82210
H59 14.71261 16.78963 20.48631
H60 12.99440 16.76460 21.19715
H61 13.95387 15.36337 21.24834
H62 15.03632 19.12551 26.08332
H63 16.37729 19.08716 24.85045
H64 15.33870 17.61277 25.23219
N1 11.98299 13.67368 21.69337
C25 11.41072 14.02557 22.84174
C26 10.10499 13.70348 23.18736
C27 9.41937 12.85236 22.30910
C28 10.01653 12.44822 21.13626
C29 11.28823 12.91296 20.86684
H65 11.97851 14.64117 23.52735
H66 9.62346 14.07452 24.08666
H67 8.40810 12.57964 22.56987
H68 9.49353 11.82358 20.42145
H69 11.77961 12.65126 19.93578
N2 15.67569 18.36599 13.92062
C30 15.60162 17.71172 12.79784
C31 14.96622 16.49664 12.63065
C32 14.39523 15.88962 13.78362
C33 14.53014 16.52662 14.97727
C34 15.18175 17.75881 15.02849
H70 16.03609 18.16352 11.91901
H71 14.89091 15.98209 11.67948
H72 13.86569 14.95318 13.68932
H73 14.14728 16.10067 15.89318
H74 15.27978 18.24689 15.98792
N3 14.48896 24.35820 26.34263
C35 14.08481 25.61157 26.30356
C36 13.71296 26.24481 25.09603
C37 13.86816 25.52713 23.93108
C38 14.33930 24.21515 23.97362
C39 14.56466 23.66502 25.22823
H75 14.00489 26.17721 27.23344
H76 13.31136 27.24956 25.07384
H77 13.59498 25.96752 22.97986
H78 14.42345 23.61482 23.07520
H79 14.81511 22.62319 25.34615
N4 17.16877 12.32075 21.67875
C40 17.55802 11.61739 22.71866
C41 16.84598 11.61098 23.93808
C42 15.67792 12.31741 24.01676
C43 15.23213 13.02970 22.87200
C44 16.04852 12.98391 21.74730
H80 18.46090 11.02807 22.64431
H81 17.20950 11.05457 24.78500
H82 15.12327 12.33402 24.94776
H83 14.29754 13.57631 22.92718
H84 15.73749 13.52192 20.85554
N5 17.47595 16.44358 29.93426
C45 16.20132 16.57866 29.64474
C46 15.29258 17.35976 30.36592
C47 15.82177 18.07264 31.44295
C48 17.17737 18.03203 31.68231
C49 17.95917 17.17080 30.93039
H85 15.81089 16.02401 28.80382
H86 14.23386 17.41613 30.16119
H87 15.17707 18.68688 32.05595
H88 17.61962 18.61195 32.47634
H89 19.02127 17.02250 31.07759
N6 10.97841 12.31268 17.58525
C50 10.01718 12.41384 16.69591
C51 10.24125 12.84566 15.38790
C52 11.56758 13.05941 15.00175
C53 12.57558 12.83978 15.87675
C54 12.23532 12.52134 17.20146
H90 9.01820 12.16443 17.02354
H91 9.39954 12.94802 14.71474
H92 11.73722 13.38622 13.98536
H93 13.60565 12.89965 15.57549
H94 12.98603 12.41912 17.97129
N7 20.45963 15.96374 20.57448
C55 21.47219 16.10438 21.48124
C56 21.84195 15.12104 22.36710
C57 21.13513 13.94560 22.37390
C58 20.13925 13.75642 21.41349
C59 19.85019 14.80659 20.54455
H95 21.99596 17.05222 21.47322
H96 22.65952 15.30263 23.04350
H97 21.39863 13.18683 23.09717
H98 19.57878 12.83491 21.32812
H99 19.05518 14.64089 19.82728
N8 18.51089 22.83786 20.44099
C60 18.60299 23.34703 19.21505
C61 17.99219 24.52085 18.80922
C62 17.16381 25.17589 19.71072
C63 17.05688 24.66747 20.99935
C64 17.77224 23.51611 21.31084
H100 19.20878 22.79055 18.51753
H101 18.10548 24.97415 17.82975
H102 16.61046 26.06635 19.44115
H103 16.44256 25.15726 21.75209
H104 17.73547 23.12538 22.32094
N9 13.68662 15.26229 26.56525
C65 13.33753 14.28137 27.41525
C66 12.59007 14.51070 28.54266
C67 12.18632 15.81070 28.81083
C68 12.44392 16.80657 27.91403
C69 13.20260 16.50361 26.79536
H105 13.69176 13.30188 27.13305
H106 12.35712 13.67624 29.18888
H107 11.64001 15.99547 29.71943
H108 12.09243 17.82649 28.03148
H109 13.43832 17.24347 26.03904
N10 16.63207 23.00308 28.77632
C70 17.87351 22.68526 29.07304
C71 18.38706 21.39003 28.98751
C72 17.52073 20.37970 28.60199
C73 16.20605 20.69658 28.33238
C74 15.80706 22.03813 28.42262
H110 18.49822 23.51858 29.36862
H111 19.41014 21.16752 29.26284
H112 17.89838 19.37227 28.53783
H113 15.47493 19.94689 28.06581
H114 14.79626 22.35642 28.20465
N11 12.36247 19.19699 31.74374
C75 11.98370 19.11815 33.01924
C76 12.17489 20.13716 33.93661
C77 12.75699 21.29251 33.48920
C78 13.14623 21.42164 32.16990
C79 12.92780 20.29933 31.32954
H115 11.48699 18.19859 33.30606
H116 11.84224 20.00806 34.95079
H117 12.92351 22.15445 34.12163
H118 13.56724 22.34504 31.80002
H119 13.23926 20.39767 30.29144
N12 19.01419 17.66626 25.81147
C80 18.43704 16.74396 26.59434
C81 17.70151 15.68126 26.07793
C82 17.63962 15.48806 24.68860
C83 18.40896 16.36076 23.89696
C84 19.02960 17.40740 24.51100
H120 18.47918 16.78032 27.68186
H121 17.19776 14.98200 26.74011
H122 17.07918 14.65271 24.28863
H123 18.48644 16.15048 22.83660
H124 19.59727 18.14843 23.96814
N13 7.65128 18.31444 26.17115
C85 8.08684 18.55938 24.96469
C86 9.15953 17.89649 24.34087
C87 9.78513 16.90816 25.06138
C88 9.28155 16.55687 26.28573
C89 8.25384 17.33139 26.84783
H125 7.59323 19.32882 24.38452
H126 9.45922 18.20391 23.34910
H127 10.64466 16.39436 24.66111
H128 9.72313 15.74740 26.85037
H129 7.90241 17.14299 27.85455

Atom charges from the Mulliken analysis, given in e for atoms 1 to 2: -0.514, 1.072

***

6.
C18H15N3O6 | ωB97M-V/def2-TZVPD

* relative energy (zero: lowest compared OMol25 entry of this formula, charge and spin): 211.8 kJ/mol
* LUMO energy: -1.0 eV
* spin multiplicity: 1

Geometry (Å):
O1 -3.44919 -6.69740 1.25378
N1 -3.47474 -6.23659 2.36277
O2 -3.42609 -6.97964 3.26973
C1 -3.75869 -4.80144 2.57780
C2 -4.04593 -3.92212 1.49152
C3 -4.28937 -2.55583 1.79371
C4 -4.41847 -2.14304 3.12597
C5 -4.00571 -3.01231 4.11915
C6 -3.75620 -4.33529 3.88918
H1 -3.99776 -4.17411 0.44243
H2 -4.46554 -1.78015 1.06317
H3 -4.74302 -1.12831 3.30310
H4 -4.12540 -2.77930 5.16690
H5 -3.57116 -5.03265 4.69283
O3 2.41697 2.66095 2.07067
N2 1.86230 1.80723 1.27699
O4 2.32119 1.41641 0.22924
C7 0.58632 1.27644 1.83551
C8 -0.21565 2.08206 2.61083
C9 -1.41816 1.70243 3.10287
C10 -1.95272 0.45426 2.71478
C11 -1.10987 -0.48885 1.91619
C12 0.17264 -0.11853 1.57826
H6 0.03014 3.10528 2.85372
H7 -1.95399 2.35808 3.77326
H8 -2.96673 0.20630 2.99173
H9 -1.47907 -1.40184 1.47285
H10 0.75753 -0.83900 1.02578
O5 4.41524 4.53398 -7.59145
N3 3.69619 4.30942 -6.70401
O6 2.61829 4.90762 -6.61513
C13 4.02843 3.46525 -5.47230
C14 4.94474 2.53096 -5.67816
C15 5.27511 1.65439 -4.56799
C16 4.54452 1.77048 -3.38337
C17 3.56557 2.77460 -3.22596
C18 3.37990 3.65463 -4.24197
H11 5.38865 2.50444 -6.66235
H12 6.03666 0.92620 -4.80504
H13 4.89906 1.04848 -2.66265
H14 3.05653 2.85723 -2.27704
H15 2.62747 4.41929 -4.11731

Atom charges from the natural (NBO) analysis, given in e for atoms 1 to 2: -0.386, 0.536

***

| no. | F_max (eV/A) |
| --- | --- |
| 1 | 12.04 |
| 2 | 5.24 |
| 3 | 4.27 |
| 4 | 4.11 |
| 5 | 3.73 |
| 6 | 5.57 |